ORCA calculation (ωB97M-V/def2-TZVPD) on a molecular structure, C18H46AsF6N6O8 in a non-equilibrium geometry.

* E_HOMO: -7.869 eV
* total charge: -1

Geometry as XYZ:
```
85
Properties=species:S:1:pos:R:3:forces:R:3
As -1.199 -0.621 0.357 0.780 -0.114 -0.627
F -2.496 0.625 0.250 1.529 -1.048 0.193
F -0.383 0.086 1.810 -1.049 -0.414 -1.185
F 0.059 -1.902 0.322 -1.100 0.885 0.074
F -1.986 -1.473 -1.095 1.141 1.328 1.697
F -0.049 0.407 -0.596 -1.592 -0.975 0.410
F -2.193 -1.561 1.450 0.327 0.306 -0.563
C -8.938 0.202 0.819 0.343 -0.552 1.131
C -8.350 -1.126 0.315 -2.943 0.268 -1.088
C -9.427 -2.213 0.024 0.705 -0.635 0.714
O -7.872 -0.717 -0.952 1.149 -0.530 -0.324
H -8.056 0.831 0.945 -0.158 0.402 0.455
H -9.474 0.088 1.762 0.094 0.201 0.190
H -9.579 0.717 0.104 -0.035 -0.517 -0.194
H -7.524 -1.493 0.924 -0.206 -0.160 0.254
H -10.299 -1.906 -0.553 0.354 0.471 -0.177
H -9.834 -2.712 0.903 0.048 0.478 0.529
H -8.956 -3.065 -0.466 0.145 0.206 -0.492
H -7.195 -0.112 -0.640 0.533 0.362 -1.007
C 2.047 6.632 3.580 0.250 -1.169 -1.010
C 0.715 6.799 2.782 2.249 -1.155 0.529
C 0.174 5.423 2.463 0.456 -0.687 0.071
O -0.100 7.435 3.671 -2.020 1.747 1.124
H 2.583 5.788 3.145 0.396 0.139 -0.410
H 1.869 6.222 4.574 -0.502 0.543 0.192
H 2.743 7.469 3.627 -0.411 0.209 -0.023
H 0.824 7.419 1.892 0.387 -0.137 -0.260
H -0.772 5.433 1.921 0.118 -0.042 -0.058
H 0.060 4.857 3.388 -0.452 0.294 0.295
H 0.929 4.804 1.979 -0.149 0.201 -0.737
H -0.723 7.957 3.161 -0.335 0.044 0.276
O 7.124 4.486 -0.484 1.869 1.404 -1.239
C 6.179 3.760 -0.409 0.490 -0.763 3.676
N 5.031 4.023 -1.028 -0.858 -0.512 -0.619
C 6.266 2.663 0.694 -0.067 -0.917 -1.446
H 5.138 4.699 -1.771 -0.540 -0.113 0.046
H 4.246 3.391 -0.951 0.094 0.258 -0.324
H 6.022 1.730 0.185 -0.862 -0.324 0.407
H 5.698 2.837 1.608 -0.323 0.038 -0.392
H 7.291 2.426 0.977 0.163 0.916 -0.096
O 1.488 -2.358 8.469 0.684 -0.410 1.096
C 1.179 -2.338 7.292 1.465 -3.077 2.409
N 0.343 -1.461 6.875 -1.776 1.656 -2.757
C 1.708 -3.408 6.349 0.043 0.498 0.134
H -0.095 -0.841 7.541 0.202 0.166 -0.519
H 0.348 -1.409 5.866 -1.063 0.889 0.150
H 1.428 -4.432 6.596 -0.419 0.280 0.492
H 2.775 -3.361 6.568 0.183 -0.062 -0.878
H 1.365 -3.245 5.328 0.662 0.076 -0.185
O -1.527 -8.469 -2.511 0.281 -1.501 0.011
C -2.076 -7.442 -2.840 0.885 -2.920 -4.856
N -2.358 -6.556 -1.978 -1.407 3.415 2.659
C -2.473 -7.193 -4.344 -0.296 0.517 1.219
H -2.235 -6.900 -1.037 0.189 0.843 0.174
H -2.467 -5.588 -2.246 -0.265 -0.140 0.578
H -2.767 -6.151 -4.466 0.515 0.255 -0.262
H -3.415 -7.687 -4.583 0.152 -0.551 0.254
H -1.703 -7.518 -5.043 -0.039 0.136 0.253
O 5.846 -3.787 -6.142 -2.078 0.333 0.218
C 4.802 -3.086 -6.112 4.413 -3.483 -0.554
N 4.943 -1.824 -6.443 -2.168 3.142 -0.307
C 3.496 -3.588 -5.648 -2.050 0.379 0.849
H 4.107 -1.265 -6.347 0.214 0.271 -0.190
H 5.768 -1.321 -6.737 0.113 -0.885 0.232
H 3.292 -4.647 -5.493 1.183 -0.001 0.053
H 2.584 -3.302 -6.171 0.357 0.553 -0.792
H 3.332 -3.054 -4.712 0.000 -0.299 0.507
O -4.053 7.842 -1.054 0.269 2.468 3.192
C -4.165 7.378 -2.129 0.194 -2.400 -0.526
N -3.922 7.967 -3.284 0.457 0.956 -2.563
C -4.530 5.949 -2.254 -1.200 -0.946 -0.297
H -3.851 7.330 -4.065 0.005 0.489 -0.075
H -3.471 8.866 -3.376 -0.150 -0.155 0.294
H -3.878 5.395 -2.929 0.219 -0.160 0.379
H -5.518 5.881 -2.709 -0.201 -0.017 -0.099
H -4.638 5.543 -1.248 0.420 -0.239 -0.285
O 7.716 -5.315 -0.752 -0.161 -0.203 0.983
C 6.969 -4.661 -0.023 1.968 -1.751 -0.271
N 6.330 -3.654 -0.524 -1.947 2.930 -0.453
C 6.811 -4.954 1.439 0.822 -0.769 0.923
H 6.597 -3.323 -1.440 -0.278 -0.132 0.085
H 5.732 -3.105 0.077 0.095 0.109 -0.406
H 6.499 -5.997 1.480 0.056 0.041 0.391
H 6.291 -4.355 2.187 -0.978 0.333 -0.900
H 7.802 -4.862 1.883 0.410 -0.572 -0.351
```
Forces are in eV/Å.

Here are the Löwdin charges for atoms 1 to 6, given in e: number 1, As, carries 0.91; number 2, F, carries -0.31; number 3, F, carries -0.33; number 4, F, carries -0.32; number 5, F, carries -0.34; number 6, F, carries -0.32

=====

ORCA calculation (ωB97M-V/def2-TZVPD) on a molecular structure, C18H46BF2GeHgN2O3Si3 in a non-equilibrium geometry.

* ΔE to the lowest compared entry with this formula, charge and spin: 2.4831 eV
* E_HOMO: -1.409 eV
* total charge: -1

Geometry as XYZ:
```
77
Properties=species:S:1:pos:R:3:forces:R:3
Hg -2.106 -2.163 0.262 1.513 -0.459 -1.010
C 0.771 -2.190 -4.592 -1.392 -0.820 1.010
N 1.519 -2.500 -3.354 -0.054 0.221 -1.884
C 2.530 -3.535 -3.505 0.169 0.131 0.779
C 1.186 -1.864 -2.222 -5.355 0.554 1.328
O 0.162 -1.126 -2.077 3.597 -1.804 -1.149
C 1.868 -2.316 -0.974 0.895 -0.157 2.351
O 1.050 -3.173 0.104 3.181 1.530 -1.180
C 1.703 -3.401 1.371 1.407 -0.314 -0.505
C 1.314 -2.344 2.370 -1.958 2.799 -1.057
O 0.483 -1.472 2.036 1.765 -1.801 1.134
N 1.947 -2.352 3.561 -0.063 0.462 0.702
C 1.664 -1.286 4.570 -0.453 -0.890 -0.773
C 3.085 -3.200 3.836 1.170 -0.128 0.002
H 0.163 -3.057 -4.910 0.191 0.051 0.454
H 1.400 -2.008 -5.427 0.952 0.579 -0.511
H 0.047 -1.391 -4.420 0.448 0.049 0.107
H 2.253 -4.528 -3.090 -0.260 0.495 -0.554
H 3.419 -3.238 -2.965 0.407 0.036 -0.042
H 2.801 -3.561 -4.555 -0.043 -0.389 -0.063
H 2.211 -1.409 -0.446 -0.561 -0.439 0.127
H 2.734 -2.936 -1.166 -0.066 -0.281 0.216
H 2.820 -3.347 1.184 -1.297 -0.272 0.116
H 1.409 -4.403 1.737 0.297 0.536 -0.421
H 0.609 -0.976 4.517 0.501 0.075 -0.466
H 2.347 -0.422 4.388 -0.514 -0.638 0.612
H 1.720 -1.828 5.523 0.591 0.725 0.065
H 2.819 -4.195 4.256 0.034 0.353 -0.608
H 3.696 -2.733 4.634 -0.311 -0.071 -0.528
H 3.765 -3.280 2.929 -0.806 -0.195 1.189
C -3.998 -1.145 0.324 -0.120 -2.113 -1.466
H -4.444 -1.221 -0.699 0.205 0.006 0.780
H -3.743 -0.149 0.524 -0.267 1.277 0.869
H -4.498 -1.835 1.015 -0.500 1.003 0.191
C 1.964 1.808 -2.094 0.424 -0.012 0.271
Si 1.311 2.142 -0.335 -1.775 -1.413 0.315
C 2.622 1.406 0.935 -1.552 -0.004 -0.540
C 1.368 3.982 -0.215 1.617 0.681 -0.099
Ge -0.940 1.247 -0.163 -0.139 -0.458 0.740
Si -1.626 2.016 2.128 1.108 -0.283 -3.123
C -2.746 3.527 1.681 -0.423 -0.648 3.842
C -2.558 0.678 3.114 -1.313 2.165 1.069
C -0.059 2.573 3.136 -0.736 0.543 -0.925
Si -2.406 2.233 -1.902 2.208 -1.367 0.271
C -2.407 0.870 -3.264 -1.121 -0.332 0.708
C -1.559 3.608 -2.919 -0.240 1.120 0.038
C -4.157 2.521 -1.297 -0.558 0.959 -1.260
H 2.991 2.169 -2.229 0.001 0.152 -0.045
H 1.326 2.259 -2.865 0.064 -0.168 0.201
H 1.996 0.728 -2.233 -0.166 -0.037 -0.203
H 2.770 0.306 0.894 -0.041 0.756 -0.030
H 2.307 1.713 1.937 0.127 -0.206 -0.111
H 3.483 1.969 0.660 1.250 0.146 -0.011
H 0.700 4.449 -0.933 0.067 -0.029 -0.197
H 2.428 4.155 -0.487 -0.213 0.595 -0.278
H 1.253 4.503 0.720 -0.330 -0.148 0.582
H -3.799 3.274 1.932 0.391 0.259 -0.125
H -2.720 4.011 0.762 0.411 0.259 -1.811
H -2.411 4.276 2.433 -0.464 0.038 -0.194
H -3.491 0.323 2.650 0.411 0.209 -0.122
H -2.902 1.257 4.051 0.479 -1.114 -0.824
H -1.972 -0.180 3.371 0.551 -0.397 0.237
H 0.474 3.430 2.618 -0.752 -0.882 0.779
H 0.635 1.751 3.242 0.125 -0.325 -0.077
H -0.431 2.813 4.122 0.223 0.551 0.562
H -2.938 1.187 -4.162 -0.071 0.212 -0.228
H -2.937 -0.032 -2.899 0.321 0.249 -0.069
H -1.405 0.570 -3.537 0.378 0.010 0.062
H -1.379 3.316 -3.962 -0.202 -0.045 0.135
H -0.572 3.885 -2.503 -0.598 -0.108 -0.082
H -2.196 4.523 -2.932 0.468 -0.292 -0.066
H -4.317 3.629 -1.262 -0.204 -0.797 -0.178
H -4.308 2.167 -0.292 -0.068 -0.390 0.267
H -4.863 2.023 -2.022 0.400 0.630 0.831
F -0.539 -4.632 0.872 0.775 -1.590 0.537
B -0.307 -3.707 -0.112 -4.862 2.440 0.783
F -0.392 -4.159 -1.378 0.728 -1.042 -1.449
```
Forces are in eV/Å.

Here are the Löwdin charges for atoms 1 to 6, given in e: number 1, Hg, carries 0.99; number 2, C, carries -0.01; number 3, N, carries -0.12; number 4, C, carries -0.05; number 5, C, carries -0.43; number 6, O, carries -0.04

=====

E for the records above, in order: -121882.163; -118971.328 eV